{"formula": "C52H46BaBrN9O", "method": "wB97M-V/def2-TZVPD", "symbols": ["Ba", "Br", "C", "C", "C", "C", "O", "C", "C", "N", "C", "C", "C", "C", "C", "C", "C", "C", "N", "C", "C", "H", "H", "H", "H", "H", "H", "H", "H", "H", "H", "C", "C", "C", "C", "N", "C", "N", "C", "N", "C", "N", "C", "C", "C", "C", "C", "N", "C", "C", "C", "C", "C", "C", "H", "H", "H", "H", "H", "H", "H", "H", "H", "H", "H", "H", "C", "C", "C", "C", "C", "C", "C", "N", "C", "C", "C", "C", "C", "C", "C", "N", "C", "C", "C", "C", "H", "H", "H", "H", "H", "H", "H", "H", "H", "H", "H", "H", "H", "H", "H", "H", "H", "H", "H", "H", "H", "H", "H", "H"], "positions_angstrom": [[-0.0010, -0.0037, 0.2390], [3.3366, -7.1328, 2.0144], [2.8046, -5.3468, 1.6433], [3.3985, -4.2851, 2.3415], [3.0287, -2.9962, 2.0719], [2.0376, -2.6726, 1.0987], [1.7496, -1.4571, 0.8406], [1.4216, -3.7775, 0.4214], [0.3542, -3.6733, -0.5410], [-0.3591, -2.6448, -0.8446], [-1.4852, -2.8245, -1.6729], [-2.1114, -4.0329, -1.8857], [-3.2485, -4.1602, -2.7054], [-3.7976, -3.0684, -3.3078], [-3.2314, -1.7950, -3.0766], [-3.7901, -0.6203, -3.6301], [-3.2393, 0.5945, -3.3528], [-2.1174, 0.6355, -2.5034], [-1.5637, -0.4313, -1.9863], [-2.0876, -1.6579, -2.2535], [1.8483, -5.0945, 0.7031], [4.1577, -4.4912, 3.0848], [3.4966, -2.1672, 2.5876], [0.1497, -4.6334, -1.0284], [-1.7450, -4.9251, -1.3971], [-3.6870, -5.1400, -2.8441], [-4.6732, -3.1532, -3.9392], [-4.6610, -0.7065, -4.2693], [-3.6457, 1.5105, -3.7588], [-1.6575, 1.5889, -2.2536], [1.3938, -5.9202, 0.1676], [-1.3003, -0.3111, 4.5848], [-2.0521, 0.8516, 4.7607], [-1.7420, 1.9734, 4.0304], [-0.6860, 1.9286, 3.0965], [0.0046, 0.7964, 2.9052], [-0.2934, -0.2802, 3.6454], [-0.3638, 3.1198, 2.4963], [0.2040, 3.3801, 1.3675], [0.5147, 2.5930, 0.2835], [1.0501, 3.4048, -0.6859], [1.4884, 3.1695, -1.8782], [1.6686, 1.9662, -2.5248], [2.0719, 2.0703, -3.8713], [2.3372, 0.9362, -4.6013], [2.2179, -0.3102, -3.9908], [1.8113, -0.3351, -2.6756], [1.5252, 0.7586, -1.9594], [1.0680, 4.8166, -0.2049], [1.4881, 5.9888, -0.8002], [1.3669, 7.1608, -0.0603], [0.8422, 7.1437, 1.2322], [0.4246, 5.9535, 1.8191], [0.5510, 4.7998, 1.0722], [-1.4979, -1.2080, 5.1557], [-2.8625, 0.8757, 5.4803], [-2.2768, 2.9042, 4.1573], [0.3179, -1.1577, 3.4479], [2.1747, 3.0591, -4.2943], [2.6502, 1.0127, -5.6353], [2.4347, -1.2263, -4.5214], [1.6903, -1.2785, -2.1497], [1.8952, 5.9821, -1.8027], [1.6849, 8.1024, -0.4900], [0.7618, 8.0722, 1.7831], [0.0154, 5.9201, 2.8205], [-4.4656, -4.4880, 5.0207], [-4.9642, -3.1365, 4.5104], [-4.9801, -2.1470, 5.6839], [-6.3893, -3.3104, 3.9664], [-4.0761, -2.5820, 3.4025], [-2.9671, -3.2502, 2.9011], [-2.1985, -2.6447, 1.9174], [-2.4606, -1.4487, 1.4047], [-3.5420, -0.8072, 1.8553], [-4.3538, -1.3360, 2.8473], [-3.8217, 0.5350, 1.2742], [-5.1079, 1.0533, 1.2433], [-5.3428, 2.3370, 0.7568], [-4.2324, 3.0505, 0.3251], [-2.9826, 2.4484, 0.3647], [-2.7716, 1.2155, 0.8081], [-6.7620, 2.8941, 0.7306], [-6.8192, 4.2863, 0.1022], [-7.2843, 2.9827, 2.1718], [-7.6610, 1.9548, -0.0844], [-5.1183, -4.8356, 5.8226], [-3.4529, -4.4176, 5.4217], [-4.4750, -5.2438, 4.2333], [-5.5876, -2.5468, 6.4979], [-5.4000, -1.1822, 5.3963], [-3.9699, -1.9776, 6.0625], [-7.0411, -3.7076, 4.7468], [-6.4005, -4.0039, 3.1237], [-6.8073, -2.3609, 3.6292], [-2.6734, -4.2229, 3.2681], [-1.3143, -3.1443, 1.5334], [-5.1879, -0.7544, 3.2172], [-5.9356, 0.4454, 1.5837], [-4.3146, 4.0598, -0.0505], [-2.1055, 2.9869, 0.0192], [-6.2403, 5.0120, 0.6760], [-7.8538, 4.6314, 0.0796], [-6.4467, 4.2787, -0.9237], [-6.6527, 3.6392, 2.7728], [-7.3052, 2.0020, 2.6494], [-8.3000, 3.3829, 2.1782], [-7.2864, 1.8476, -1.1042], [-8.6734, 2.3601, -0.1322], [-7.7208, 0.9606, 0.3599]], "forces_ev_per_angstrom": [[-0.83, 0.29, 0.02], [0.00, 0.02, 0.00], [0.02, -0.02, 0.02], [0.00, -0.02, -0.02], [0.02, 0.02, 0.04], [0.02, -0.09, -0.17], [0.73, -0.88, 0.37], [0.06, 0.01, 0.07], [0.06, -0.08, -0.15], [-0.04, -0.05, 0.16], [-0.12, -0.03, -0.03], [0.03, -0.05, 0.06], [-0.02, 0.03, -0.02], [0.00, -0.05, 0.02], [0.04, 0.05, 0.03], [-0.01, 0.01, 0.00], [-0.04, 0.03, 0.00], [0.10, -0.13, -0.06], [-0.12, -0.13, -0.24], [-0.09, 0.03, -0.13], [-0.02, 0.02, -0.03], [0.00, 0.00, 0.00], [-0.01, 0.00, 0.00], [-0.02, 0.02, -0.03], [0.01, 0.01, 0.01], [0.00, 0.00, 0.00], [0.00, 0.00, 0.00], [0.00, 0.00, 0.00], [0.01, 0.00, 0.00], [0.00, 0.00, 0.01], [-0.01, 0.01, -0.01], [-0.01, -0.01, -0.01], [0.01, 0.01, 0.00], [-0.03, -0.07, 0.02], [-0.06, -0.16, 0.09], [0.04, 0.24, 0.07], [0.02, 0.07, -0.03], [0.01, 0.20, 0.01], [-0.01, 0.02, 0.01], [0.05, 0.42, 0.06], [-0.03, -0.04, -0.03], [0.03, 0.16, 0.02], [0.03, -0.25, -0.17], [-0.01, -0.01, -0.01], [0.02, 0.03, -0.01], [0.00, 0.03, -0.01], [-0.09, -0.02, 0.08], [0.04, 0.36, 0.09], [-0.01, -0.05, 0.03], [0.02, 0.04, -0.04], [-0.01, -0.03, 0.00], [0.00, -0.02, -0.01], [-0.01, 0.03, 0.04], [0.00, -0.04, -0.03], [0.02, -0.01, -0.01], [0.00, 0.01, -0.01], [0.01, 0.01, -0.01], [-0.02, -0.01, 0.02], [0.00, 0.01, 0.01], [-0.01, 0.01, 0.00], [-0.01, -0.02, 0.02], [0.01, 0.00, -0.01], [0.00, 0.00, 0.00], [0.00, 0.00, 0.00], [0.00, 0.00, 0.00], [0.00, 0.00, 0.00], [0.00, 0.01, -0.02], [-0.01, -0.01, -0.01], [0.01, 0.00, 0.00], [0.01, 0.00, 0.01], [0.03, -0.01, -0.01], [0.00, 0.02, 0.03], [0.01, 0.02, 0.02], [0.06, -0.04, -0.11], [0.03, -0.07, 0.03], [-0.05, 0.00, 0.03], [-0.03, 0.10, -0.02], [-0.01, -0.04, 0.02], [0.01, 0.05, -0.03], [-0.02, -0.03, 0.02], [-0.03, -0.02, -0.07], [0.16, 0.07, 0.03], [0.00, 0.01, 0.01], [0.02, -0.01, 0.02], [0.01, 0.00, -0.02], [0.00, 0.00, -0.01], [0.00, 0.00, 0.00], [0.00, -0.01, 0.01], [0.01, 0.00, 0.00], [0.00, 0.00, 0.00], [0.01, 0.00, 0.00], [-0.01, 0.00, 0.01], [0.00, 0.00, 0.00], [0.00, 0.00, 0.00], [0.00, 0.00, 0.00], [0.00, 0.00, 0.00], [-0.01, 0.01, 0.01], [0.01, 0.00, -0.02], [0.02, 0.00, 0.01], [0.00, 0.00, 0.00], [0.00, -0.01, 0.00], [0.01, 0.00, -0.01], [0.00, 0.00, 0.00], [-0.01, 0.01, 0.00], [0.00, 0.00, 0.00], [0.00, 0.00, 0.01], [0.00, 0.00, 0.00], [-0.01, 0.00, 0.00], [0.00, 0.00, 0.00], [0.01, 0.00, 0.00]], "lowdin_charge": [1.91, 0.70, -0.71, -0.12, -0.01, -0.40, -0.39, -0.14, -0.11, 0.01, -0.21, -0.02, -0.07, -0.04, -0.15, -0.01, -0.04, -0.15, -0.02, -0.16, -0.11, 0.10, 0.12, 0.11, 0.10, 0.11, 0.11, 0.12, 0.11, 0.11, 0.10, -0.08, -0.07, -0.02, -0.37, 0.00, -0.17, 0.16, -0.33, -0.04, -0.31, 0.15, -0.34, -0.02, -0.07, -0.07, -0.17, 0.00, -0.11, -0.01, -0.08, -0.08, -0.01, -0.11, 0.10, 0.10, 0.11, 0.11, 0.11, 0.10, 0.10, 0.09, 0.11, 0.10, 0.10, 0.11, -0.06, -0.56, -0.04, -0.04, -0.16, 0.01, -0.11, 0.08, -0.21, 0.03, -0.20, 0.04, -0.15, 0.02, -0.12, 0.08, -0.56, -0.07, -0.04, -0.04, 0.09, 0.09, 0.09, 0.09, 0.08, 0.08, 0.09, 0.09, 0.08, 0.11, 0.10, 0.11, 0.11, 0.11, 0.10, 0.09, 0.09, 0.09, 0.09, 0.08, 0.09, 0.09, 0.09, 0.08], "lumo_ev": -0.34, "homo_energy_ev": -7.3, "e_above_lowest_kj_mol": 0.0}